Entry from the Open Molecules 2025 dataset: C44H49AsO3P2STl as an isolated structure (ωB97M-V/def2-TZVPD).

Results
E_tot: -5420.71908 Eh
HOMO-LUMO gap: 0.3083 Eh
LUMO energy: -2.0725 eV
charge: +1
highest occupied orbital energy: -10.46 eV
ΔE to the lowest compared entry with this formula, charge and spin: 0.0 kJ/mol
maximum force: 0.01000 Eh/bohr

Each line ends with the Mulliken charge.
Cartesian coordinates (Å):
C1 -2.274549 3.524802 3.490447  -0.73
H1 1.501790 -5.038691 -2.368321  0.28
C2 -1.813207 2.180963 -3.599366  -0.90
H2 -2.529215 2.971981 0.158208  0.34
H3 1.185097 4.534662 1.135033  0.44
O1 -1.617608 -0.751642 -3.319906  -0.86
C3 4.111295 2.830089 -0.732266  -0.59
H4 -6.228806 0.685756 -1.667788  0.43
C4 4.295000 4.065306 -0.125939  -0.68
C5 -2.318273 0.112482 3.151281  0.13
P1 0.220088 1.862216 -0.028883  2.80
C6 -1.272940 1.724984 -2.405431  0.55
H5 3.628026 -2.161790 -5.207199  0.41
H6 -2.000562 -2.784818 5.673089  0.44
C7 -1.150973 4.408973 -2.992564  -0.78
C8 -0.766170 2.586915 1.332857  0.18
C9 -2.788683 -3.784093 0.066369  -0.97
H7 -3.657650 -5.654004 -0.515608  0.44
H8 2.730055 1.165015 2.105398  -0.38
H9 2.106634 0.084100 -5.170448  0.55
H10 4.910905 1.361852 -4.014719  0.34
C10 -0.972470 3.080712 3.690813  -0.84
H11 -1.557058 -3.189569 3.293785  0.38
H12 1.759436 -1.296230 3.633517  0.37
C11 -5.340402 0.312072 -1.173827  -0.86
H13 2.593446 -2.837807 -3.932105  -0.07
H14 0.225335 -5.878847 1.278141  0.47
H15 0.801898 -4.436579 -3.884306  0.28
C12 -3.049104 -0.654780 0.112263  -0.02
H16 4.925095 2.343708 -1.256238  0.46
C13 -2.450658 -0.704328 5.408958  -0.92
C14 3.531594 -2.318365 -4.132261  -0.79
H17 2.844211 0.861121 3.855218  0.54
C15 -1.721585 -5.924530 0.372317  -0.80
C16 -1.755953 3.532977 -3.889014  -0.93
C17 4.176893 -0.369522 2.611878  -1.00
H18 5.260927 4.553564 -0.164696  0.41
O2 0.025542 -3.660900 -2.097520  0.06
H19 2.742752 1.233333 -1.122767  -0.60
H20 -1.735530 -7.002272 0.267096  0.40
H21 3.374899 5.635369 1.010332  0.44
C18 -1.700678 -3.145466 0.655548  0.91
H22 -2.851363 1.327162 4.831488  0.50
C19 -2.081474 3.010500 1.145455  -1.09
C20 -2.797764 -5.168523 -0.070338  -0.70
H23 -0.534637 3.101442 4.681982  0.43
C21 2.875347 0.397319 2.869977  0.09
C22 -0.625387 -5.295023 0.946242  -0.74
C23 1.995282 4.049191 0.603087  -0.46
H24 -0.827531 -3.419053 -2.479365  0.10
C24 1.997365 0.193244 -4.090911  -0.90
H25 0.784961 2.248555 2.791076  0.43
H26 -2.645943 -0.531978 6.460506  0.41
H27 -2.252033 1.467236 -4.289281  0.62
H28 4.354638 -2.942279 -3.786684  0.40
C25 -2.970051 -0.027982 -1.140643  -0.09
C26 -4.306552 -0.780346 0.707269  -0.46
H29 5.905681 -0.101959 -3.976909  0.39
P2 -1.539321 -1.334739 0.913576  1.71
C27 -1.833447 -2.195980 3.618771  -0.84
H30 -0.074713 4.620002 -1.156050  0.48
H31 -3.849463 3.807872 2.060225  0.46
H32 4.220697 -2.374502 1.727437  0.28
H33 1.062849 -0.285589 -3.792761  0.10
C28 4.923776 0.294020 -4.229295  -1.26
H34 -0.100688 -5.592613 -2.878571  0.29
H35 -3.625715 -3.207255 -0.305578  0.38
H36 -2.852204 3.906902 4.323203  0.45
H37 -2.417621 0.932336 2.448602  0.28
H38 4.505676 -0.868577 3.524391  0.32
H39 4.737280 0.142585 -5.293133  0.41
C29 -0.612641 -3.916008 1.078067  -0.38
H40 0.845165 -0.341242 2.449460  -0.90
C30 -2.567549 0.336450 4.496529  -0.78
C31 3.767893 -1.398887 1.558320  -0.24
H41 -6.410278 -0.434943 0.530253  0.44
H42 1.939610 1.255331 -3.847932  0.33
H43 -4.024107 0.929658 -2.750579  0.48
C32 3.235495 4.669542 0.539052  -0.78
C33 -1.956633 -1.158869 2.696002  0.20
C34 0.578267 -4.739060 -2.859272  -0.89
H44 4.014994 -1.068887 0.546612  0.11
C35 2.872838 2.206534 -0.658460  0.56
S1 -1.394525 -0.031851 -2.033968  1.51
O3 2.329066 -1.526206 1.645772  -0.31
C36 -2.085090 -1.967171 4.967231  -0.67
H45 0.249871 -3.428297 1.529232  0.52
C37 -0.227111 2.605763 2.621378  -0.39
H46 -4.391350 -1.257414 1.676446  0.58
C38 -4.106757 0.452906 -1.781300  -0.86
H47 4.984320 0.269823 2.259063  0.38
C39 -2.830073 3.477538 2.219623  -0.61
C40 -0.577394 3.932592 -1.824436  -0.30
C41 1.839005 -0.700543 2.719605  0.82
Tl1 1.098780 -1.429296 -0.778614  0.99
C42 1.798423 2.807310 0.001113  0.29
H48 -1.104083 5.466548 -3.221117  0.44
As1 3.539897 -0.609074 -3.179520  0.35
H49 -2.180657 3.904142 -4.812901  0.43
C43 -0.612422 2.572437 -1.517671  -0.85
C44 -5.439445 -0.309508 0.066868  -0.83

Atoms 1-6, force components in eV/Å:
C 0.1 0.1 -0.1
H 0.0 0.0 0.0
C 0.0 -0.1 -0.1
H 0.0 0.0 0.0
H 0.0 0.0 0.0
O -0.1 0.1 0.1


Entry from the Open Molecules 2025 dataset: C44H49FN6O3PRhSi as an isolated structure (ωB97M-V/def2-TZVPD).

Results
multiplicity: 5
E_tot: -3101.03995 Eh
HOMO-LUMO gap (alpha / beta): 0.2482 / 0.2567 Eh
LUMO energy (alpha / beta): -4.6051 / -5.4338 eV
charge: +2
⟨S²⟩: 6.0676
highest occupied orbital energy (alpha / beta): -11.36 / -12.42 eV
maximum force: 0.01266 Eh/bohr

Each line ends with the Mulliken charge.
Cartesian coordinates (Å):
C1 5.980044 -0.475137 -0.282012  -0.86
H1 4.953604 -1.299689 1.518638  0.49
C2 3.122267 -4.236298 3.412944  -0.81
H2 1.789577 -2.047939 3.283416  0.20
C3 2.698121 2.078315 3.861333  -1.09
O1 -0.394156 0.037922 -0.393603  -0.91
C4 4.131365 1.273224 0.444414  -0.95
N1 -4.444913 0.266221 0.124876  0.08
C5 4.919543 -0.423027 -1.347020  0.07
C6 5.001795 -0.461500 -2.844900  -0.63
H3 3.709431 -5.813333 -0.050572  0.26
N2 1.893993 0.748769 1.356659  0.31
C7 -0.670498 -5.729680 -2.126762  -0.63
H4 6.115969 -3.221534 -0.575571  0.34
C8 2.981121 0.484886 0.693391  0.40
N3 1.622407 -2.558077 2.424133  0.03
C9 -1.624289 2.439683 -0.809252  -0.94
C10 4.111649 -5.945151 2.037398  -0.72
C11 2.525470 -3.672033 2.292094  0.49
H5 -0.290045 1.648786 4.170404  0.45
C12 -4.713755 7.371410 -1.054133  -0.74
N4 -5.991519 6.789343 -0.515242  -0.16
H6 4.204336 2.259152 0.879803  0.47
H7 2.473062 3.944697 1.198208  0.35
C13 5.239316 -1.551181 0.493790  0.24
Si1 1.472990 2.060203 2.474613  -0.06
C14 2.769509 -4.206076 1.029181  -0.02
C15 -6.581333 5.802878 -1.498677  -0.77
H8 -5.772141 6.279984 0.342622  0.38
C16 -2.401610 -1.027081 0.287864  -0.38
C17 -5.423328 4.977084 -2.071177  -0.58
H9 -3.007941 6.433096 -1.941341  0.42
C18 4.461586 -1.739889 -3.396408  -1.35
C19 -2.254962 3.622579 -1.047694  0.37
C20 -0.037803 -4.724353 -1.407962  -0.77
C21 1.480751 3.678466 1.565890  -0.87
H10 -6.123283 -0.896755 0.469118  0.48
C22 -1.866767 -2.391805 0.646927  -0.23
F1 -1.527758 4.675960 -1.475116  -0.36
H11 -7.299495 5.204207 -0.941874  0.43
O2 -2.644171 -3.329779 0.675446  -0.73
C23 -6.818152 1.131001 0.864211  -0.55
C24 0.071126 -6.613420 -2.893680  -0.58
C25 5.149825 0.794816 -0.491167  -1.40
H12 2.036427 -7.203431 -3.533385  0.43
H13 -6.666438 7.517614 -0.283966  0.34
H14 -4.429042 8.211520 -0.425975  0.39
H15 4.566571 -1.900650 -4.461642  0.47
H16 6.968147 -2.750812 0.893015  0.49
H17 3.697427 2.352677 3.517026  0.31
H18 0.652627 -2.883978 2.414289  0.37
C26 -3.742573 1.409907 -0.257487  -0.23
H19 -6.580240 1.549220 -1.337093  0.13
H20 -0.556406 2.345410 -0.955762  0.79
H21 2.394820 2.809217 4.614805  0.37
C27 1.349617 -4.608420 -1.464048  1.03
C28 -2.352535 1.316829 -0.412083  0.90
C29 4.041757 -1.396136 -0.539823  1.95
H22 2.767511 1.106850 4.354706  0.33
C30 -3.750720 -0.865386 0.377115  0.06
H23 -0.623611 -4.061249 -0.785479  0.18
H24 -0.425537 -7.396185 -3.451465  0.41
H25 -7.103960 6.382734 -2.256721  0.38
H26 -7.734576 0.208294 -0.960472  0.32
N5 2.877494 -0.757268 0.057992  -0.02
Rh1 1.168378 -1.482577 0.412393  -0.85
H27 -0.974185 2.387524 2.725063  0.27
H28 2.931508 -3.812477 4.391498  0.46
H29 -0.551614 0.675894 2.718126  0.06
H30 5.733452 1.566106 -0.980159  0.53
C31 3.754554 -2.672005 -2.665376  -0.79
H31 3.313505 -3.491202 -3.217827  0.49
H32 0.794879 3.683459 0.716581  0.11
H33 -5.410795 2.789109 -0.292668  0.73
C32 3.920298 -5.360121 3.284565  -0.73
H34 -6.421427 2.084302 1.178215  0.17
H35 3.177577 -5.447345 -2.263732  0.50
C33 -0.241424 1.658708 3.080251  -0.83
C34 1.456761 -6.507702 -2.942065  -1.13
H36 -1.747009 -5.819809 -2.073929  0.52
H37 7.053598 -0.422725 -0.407818  0.47
H38 4.712783 -6.838065 1.937430  0.45
H39 -4.338776 -1.726076 0.666487  0.52
H40 -5.093129 5.392850 -3.030729  0.32
H41 4.373629 -5.797335 4.164035  0.42
C35 -6.908756 0.815028 -0.618471  -0.47
C36 2.097170 -5.511754 -2.225274  -0.57
O3 -0.615241 -2.486433 0.957378  -0.23
C37 -4.358763 2.653373 -0.470930  -0.20
H42 6.037633 -0.326020 -3.171976  0.44
C38 -3.649870 6.261192 -1.074115  -0.69
H43 -5.763505 3.963677 -2.264627  0.43
H44 1.166933 4.467166 2.255898  0.38
C39 -1.617330 0.066509 -0.170880  1.45
H45 -3.029065 6.315161 -0.181324  0.51
H46 -7.585879 0.739797 1.515790  0.34
H47 4.444007 0.366569 -3.298273  0.41
N6 -4.339363 4.976968 -1.098713  0.24
H48 5.454665 -3.641902 1.011045  0.18
P1 2.133436 -3.364923 -0.440892  3.45
H49 -4.956208 7.742927 -2.047861  0.36
C40 3.521743 -2.579622 -1.297903  -0.55
C41 -5.898121 0.133395 0.242399  -0.16
C42 3.538888 -5.366150 0.920700  -0.29
C43 5.977817 -2.871676 0.450154  -1.48
C44 -3.640430 3.760506 -0.879225  -1.81

Atoms 1-6, force components in eV/Å:
C 0.1 0.1 -0.1
H 0.0 0.0 0.0
C 0.0 0.0 0.0
H 0.0 0.1 0.0
C 0.2 0.0 0.2
O 0.3 0.0 -0.1